14
Properties=species:S:1:pos:R:3:forces:R:3 method="wB97M-V/def2-TZVPD" gap_ha=0.37042 e_above_lowest_kj_mol=372.6 e_lumo_ev=0.785
C -0.026112 -0.824109 -1.827592 0.1 0.1 -0.3
C -0.317945 -0.285618 -0.490771 0.9 -0.1 -0.2
O -0.332404 -0.453242 1.954371 1.2 0.0 0.7
C -0.358962 0.890360 1.567228 0.2 0.4 0.0
C 0.334072 0.814077 0.196326 -0.3 0.6 -0.3
O 1.246512 -0.256556 0.281893 -1.2 -0.8 -1.2
H 0.957165 -0.486192 -2.144235 -0.1 0.0 -0.3
H -0.041156 -1.919507 -1.772964 0.1 0.2 -0.1
H -0.808447 -0.524397 -2.530165 0.1 0.0 -0.1
H -1.242123 -0.660552 -0.014985 1.2 -0.3 0.2
H 0.183257 1.510515 2.289815 0.0 0.2 -0.1
H -1.360115 1.331765 1.410670 0.1 -0.4 0.3
H 0.706940 1.672070 -0.342977 0.0 0.3 0.1
H 0.649643 -0.667579 1.457420 -2.3 -0.1 1.4

14
Properties=species:S:1:pos:R:3:forces:R:3 method="wB97M-V/def2-TZVPD" gap_ha=0.40464 e_above_lowest_kj_mol=65.0 e_lumo_ev=0.850
C 1.220006 -0.990716 -0.235292 0.0 0.0 0.0
C 0.783220 0.356599 0.361369 -0.4 -0.4 -0.2
O 1.654731 1.369471 -0.048637 0.0 0.1 0.1
C -0.646600 0.735295 -0.068729 0.0 0.3 -0.1
O -0.823625 1.833229 -0.562326 0.0 -0.5 0.2
C -1.793450 -0.237120 0.107849 0.0 0.0 0.0
H 0.559337 -1.821397 0.043207 0.1 0.3 0.0
H 2.227887 -1.231924 0.113702 -0.1 0.1 0.0
H 1.253556 -0.930786 -1.329257 0.0 0.1 0.2
H 0.773224 0.283369 1.465712 -0.1 0.0 -0.2
H 1.070855 2.088631 -0.351129 0.2 0.0 0.0
H -1.898036 -0.833993 -0.810186 0.1 0.1 0.2
H -2.725357 0.321740 0.247775 0.3 -0.1 0.0
H -1.636257 -0.927587 0.943849 0.0 0.1 -0.2

15
Properties=species:S:1:pos:R:3:forces:R:3 method="wB97M-V/def2-TZVPD" gap_ha=0.18359 e_above_lowest_kj_mol=394.2 charge=-1 e_lumo_ev=3.455
C -3.461545 0.162178 -0.388961 -1.5 1.4 3.7
C 2.098474 -0.567180 0.211993 0.6 -0.9 0.7
C 0.573759 1.480118 -0.256412 -2.8 -4.9 -1.0
C 0.755754 0.095690 0.468442 0.5 1.3 -1.1
O -3.378207 -0.294943 -1.437011 0.5 -0.4 -1.2
O -3.774822 0.639835 0.656512 0.8 -0.8 -2.3
P -0.673512 -0.852588 0.604763 -1.0 0.6 0.4
H 2.167905 -0.712892 -0.938116 0.8 -0.3 1.6
H 2.959342 0.006876 0.642234 -0.5 0.4 -1.0
H 2.333753 -1.529695 0.885735 -1.2 1.3 -1.9
H 0.757755 1.446626 -1.341515 0.0 0.0 -0.2
H -0.501911 1.649860 -0.092438 0.4 0.9 -0.1
H 1.221364 2.099461 0.157569 2.6 3.5 1.9
H 0.118221 -1.762600 1.205598 0.0 -1.9 1.1
H -1.196330 -1.860746 -0.378392 0.6 0.0 -0.5

15
Properties=species:S:1:pos:R:3:forces:R:3 method="wB97M-V/def2-TZVPD" gap_ha=0.28681 e_above_lowest_kj_mol=153.9 charge=-1 e_lumo_ev=3.897
C 1.369686 0.470058 0.714395 -0.5 -0.2 -0.2
C -0.282161 0.733661 -1.257975 0.1 0.0 0.2
C 0.202946 -1.549047 -0.289807 0.0 0.1 0.1
C 0.124372 -0.059659 -0.044291 -1.5 0.3 3.0
O 1.124296 0.749721 1.917266 0.5 0.3 0.6
O 2.442750 0.559603 0.122478 0.7 0.0 -0.6
P -1.074778 0.269495 1.818274 0.9 -0.8 -2.7
H -1.264927 0.434342 -1.623867 -0.1 0.0 0.0
H -0.293969 1.799647 -1.039385 0.0 0.1 0.0
H 0.452754 0.556572 -2.047860 0.1 0.0 -0.1
H 1.085814 -1.775101 -0.893444 0.1 0.0 -0.1
H 0.291285 -2.076677 0.659480 0.1 -0.1 0.0
H -0.685103 -1.915397 -0.809837 0.0 0.0 0.0
H -2.340760 0.152801 1.121656 -0.3 -0.1 -0.1
H -1.152204 1.649981 1.652918 0.0 0.5 0.1

15
Properties=species:S:1:pos:R:3:forces:R:3 method="wB97M-V/def2-TZVPD" gap_ha=0.35726 e_above_lowest_kj_mol=182.5 e_lumo_ev=0.845
C -2.286586 -0.303712 -0.298677 -1.0 0.6 -0.2
C -0.058086 -0.500757 0.441192 -0.5 -1.2 -1.3
C 0.481116 0.858858 0.611007 -0.3 1.3 -0.3
C 2.219479 0.026095 -0.595506 0.7 -1.8 -1.9
H -2.530620 0.688791 0.110449 0.6 0.0 0.3
H -2.624849 -1.073997 0.360451 -0.5 -0.5 0.8
H -2.917880 -0.345483 -1.175732 0.1 -0.3 -0.5
H -0.472431 -0.945461 1.323428 -0.5 -0.1 0.7
H 0.994744 0.924892 1.535845 0.4 0.3 1.3
H -0.234589 1.675937 0.484757 -0.3 -0.3 0.4
H 3.135356 0.117563 -0.073085 1.0 0.4 0.8
H 2.487551 -0.159196 -1.671282 -0.5 0.5 0.8
O -0.971811 -0.545238 -0.651757 0.9 0.0 -0.1
O 1.372396 1.072486 -0.438630 0.0 1.2 -0.9
S 1.406214 -1.490776 0.037539 -0.4 0.1 0.1

15
Properties=species:S:1:pos:R:3:forces:R:3 method="wB97M-V/def2-TZVPD" gap_ha="0.25074 / 0.34117" e_above_lowest_kj_mol=47.9 charge=+1 spin_multiplicity=2 e_lumo_ev="-5.561 / -5.594"
H 1.368884 2.854945 0.237101 -0.5 0.1 0.2
C 0.362756 1.194238 -0.845038 -3.3 -3.0 -0.3
C 0.730549 1.965812 0.332410 0.4 -2.9 4.5
O 0.551782 1.495321 1.565490 1.9 5.4 -6.4
Zn -0.079612 0.085132 2.368743 -1.6 -3.3 2.1
H -0.326207 1.773213 -1.481436 1.0 0.3 -0.2
H 1.249342 0.801337 -1.361623 -0.1 0.7 -0.1
O -0.942125 -2.120047 0.770249 -0.2 0.4 -0.2
C -0.039826 -1.438750 -0.102700 0.2 -0.4 0.4
C -0.732057 -0.202360 -0.618099 1.7 2.7 0.0
H -0.574957 -2.971195 1.024998 0.0 -0.2 0.0
H 0.274479 -2.076805 -0.945518 0.1 0.2 0.4
H 0.820528 -1.161230 0.530255 0.4 -0.1 -0.6
H -1.452106 0.190597 0.114117 -0.1 -0.4 -0.3
H -1.211430 -0.390208 -1.588949 0.1 0.4 0.4

15
Properties=species:S:1:pos:R:3:forces:R:3 method="wB97M-V/def2-TZVPD" gap_ha=0.38577 e_above_lowest_kj_mol=499.6 e_lumo_ev=0.813
C 1.134092 -0.342106 -0.108600 0.2 0.8 -1.5
C 0.279948 -0.903746 1.022837 -1.2 0.4 3.0
C -1.672698 0.605298 0.567799 7.2 4.0 -2.2
C 0.349149 1.001476 -0.673804 0.7 -3.5 -1.1
H 1.470024 -0.663431 -2.221777 -0.7 -2.4 4.6
H 2.112407 -0.189959 0.314146 0.6 0.7 -0.1
H -0.380052 -1.771013 0.688367 0.7 1.2 0.6
H 0.738512 -1.123126 2.226719 -0.7 0.2 -4.2
H -2.408698 -0.045375 0.445843 -3.0 -3.4 0.4
H -2.077936 1.678080 0.600868 1.0 -1.5 1.0
H 0.427161 1.905787 -0.057188 0.4 -0.2 -0.6
H 0.730723 0.952361 -1.752670 -0.4 1.3 1.5
O 1.327571 -1.250226 -1.256183 0.1 2.5 -2.6
O -0.475826 0.330528 1.441133 -3.7 -0.8 -0.5
O -0.996130 0.556090 -0.821663 -1.1 0.7 1.7

15
Properties=species:S:1:pos:R:3:forces:R:3 method="wB97M-V/def2-TZVPD" gap_ha=0.36860 e_above_lowest_kj_mol=213.2 e_lumo_ev=0.680
O -1.109432 1.416624 -2.185330 -0.1 0.4 0.0
C -1.204936 0.570698 -1.104364 -0.3 -0.2 0.2
C -0.819846 -1.068010 1.061769 0.0 0.0 0.1
C 0.199235 -0.587736 0.352875 -0.1 -0.1 0.3
O 0.071117 -0.025413 -0.878248 0.0 -0.1 0.0
C 1.622061 -0.523392 0.848738 -0.1 -0.3 0.2
O 2.202858 0.718718 0.530438 0.2 0.1 -0.3
H -0.909350 2.303703 -1.869603 0.1 -0.1 -0.1
H -1.483930 1.051022 -0.152558 0.0 0.2 -0.3
H -1.966186 -0.180628 -1.339711 0.3 -0.1 -0.1
H -1.828037 -1.165745 0.673402 0.2 0.1 0.1
H -0.636334 -1.379176 2.079464 0.0 -0.1 0.0
H 1.626161 -0.619573 1.939486 -0.1 0.0 -0.2
H 2.209637 -1.370934 0.454643 -0.1 0.2 -0.1
H 2.026982 0.859841 -0.410994 0.1 0.1 0.2